Molecular formula: C6H16N2S
Method: DFT, ωB97M-V with the def2-TZVPD basis set

Summary:
Net charge: 0

```
25
C6H16N2S (ωB97M-V with the def2-TZVPD basis set)
C 2.093 1.173 -0.834
C -2.840 0.005 -0.179
C -2.276 1.991 0.804
C 0.364 -2.704 -1.494
C 2.315 0.616 0.616
C 1.028 0.130 1.119
N -2.314 0.621 0.824
N -0.030 -1.919 -0.446
S 0.767 -1.796 0.822
H 3.004 1.436 -1.483
H 1.588 0.423 -1.376
H 1.443 2.059 -0.736
H -0.172 -2.018 1.727
H -3.109 -1.052 -0.234
H -3.246 0.607 -1.045
H -2.572 2.443 -0.132
H -2.802 2.478 1.724
H -1.138 2.366 0.978
H -0.085 -2.332 -2.441
H 1.343 -3.202 -1.516
H -0.210 -3.637 -1.366
H 2.803 1.544 1.100
H 3.008 -0.096 0.608
H 0.941 0.253 2.260
H 0.097 0.611 0.700
```

Löwdin population analysis, charges in e, atoms 1 to 4: number 1, C, carries -0.105; number 2, C, carries -0.039; number 3, C, carries -0.227; number 4, C, carries -0.320

=====

Molecular formula: C6H16N2S2
Method: DFT, ωB97M-V with the def2-TZVPD basis set

Summary:
Net charge: 0

```
26
C6H16N2S2 (ωB97M-V with the def2-TZVPD basis set)
C -4.113 0.582 -0.531
C -3.051 0.002 0.430
C -2.893 -1.597 0.366
C 2.894 0.003 -0.230
C 2.660 1.466 -0.065
C 4.382 -0.371 0.156
H -4.441 1.618 -0.342
H -3.777 0.454 -1.498
H -5.061 -0.125 -0.407
H -3.529 0.360 1.473
H -3.961 -2.086 0.640
H -1.900 -1.931 0.978
H -2.410 -1.664 -0.680
H -1.819 1.641 0.758
H 1.630 -0.735 1.103
H 2.970 -0.051 -1.405
H 3.409 1.955 -1.022
H 3.271 1.579 1.104
H 1.454 1.709 -0.043
H 5.154 -0.024 -0.910
H 4.695 0.137 1.226
H 4.522 -1.451 0.154
N -1.683 0.580 0.401
N 1.904 -1.028 0.160
S -0.821 0.361 -0.989
S 0.515 -1.383 -0.827
```

Löwdin population analysis, charges in e, atoms 1 to 4: number 1, C, carries -0.103; number 2, C, carries -0.564; number 3, C, carries -0.114; number 4, C, carries -0.672

=====

Molecular formula: C6H16N3OPS2
Method: DFT, ωB97M-V with the def2-TZVPD basis set

Summary:
Net charge: 0

```
29
C6H16N3OPS2 (ωB97M-V with the def2-TZVPD basis set)
C -1.210 1.673 -1.438
C -1.942 -3.192 -1.324
C 0.993 0.780 3.038
C 1.898 2.036 1.231
C -1.368 -1.818 -1.850
C 1.729 0.593 1.729
N -1.542 1.944 -0.207
N -2.079 1.623 -2.351
N 0.713 -0.189 0.985
O -0.947 -1.087 -0.733
P 0.687 -0.754 -0.469
S 0.587 1.466 -1.850
S 1.967 -1.652 -1.591
H -1.655 -3.235 -0.281
H -3.029 -3.267 -1.326
H -1.499 -4.063 -1.914
H 0.060 1.409 2.849
H 0.719 -0.151 3.596
H 1.819 1.306 3.566
H 2.964 2.287 1.539
H 1.238 2.799 1.788
H 1.760 2.132 0.195
H -2.220 -1.133 -2.150
H -0.677 -1.844 -2.706
H 2.844 0.206 1.754
H -2.481 2.053 0.107
H -1.042 1.570 0.639
H -1.837 1.533 -3.391
H 0.376 0.739 -2.901
```

Löwdin population analysis, charges in e, atoms 1 to 4: number 1, C, carries -0.845; number 2, C, carries -0.054; number 3, C, carries -0.130; number 4, C, carries -0.118

=====

Molecular formula: C6H16NO
Method: DFT, ωB97M-V with the def2-TZVPD basis set

Summary:
Expectation value of S²: 0.751
Spin multiplicity: 2
Net charge: 0

```
24
C6H16NO (ωB97M-V with the def2-TZVPD basis set)
C -0.876 1.339 -1.797
O -0.775 2.757 -1.970
C 0.009 0.930 -0.631
C -0.511 -0.348 0.056
C 0.549 -1.142 0.841
C 1.436 -1.909 -0.111
C -0.159 -1.979 1.911
N 0.060 2.058 0.402
H -1.908 1.130 -1.497
H -0.522 0.838 -2.691
H -1.517 3.066 -2.506
H 1.060 0.791 -0.871
H -0.919 -0.945 -0.755
H -1.418 -0.087 0.590
H 1.093 -0.365 1.392
H 2.074 -2.588 0.457
H 0.851 -2.611 -0.713
H 2.065 -1.265 -0.713
H -0.894 -2.662 1.506
H 0.595 -2.589 2.423
H -0.478 -1.306 2.701
H -0.713 1.980 1.100
H 0.976 1.941 0.924
H -0.080 2.965 -0.048
```

Löwdin population analysis, charges in e, atoms 1 to 4: number 1, C, carries -0.230; number 2, O, carries -0.116; number 3, C, carries -0.334; number 4, C, carries -0.181

=====

Molecular formula: C6H16NO
Method: DFT, ωB97M-V with the def2-TZVPD basis set

Summary:
Expectation value of S²: 0.753
Spin multiplicity: 2
Net charge: 0

```
24
C6H16NO (ωB97M-V with the def2-TZVPD basis set)
C -1.265 -1.323 1.701
C -0.339 -1.665 0.510
C 0.323 -0.359 -0.130
C 4.061 0.715 -0.564
C 2.607 0.676 -0.325
C 1.820 -0.403 -0.157
N -4.210 1.069 -1.234
H -1.964 -2.143 1.897
H -1.773 -0.415 1.378
H -0.727 -2.185 -0.370
H 0.430 -2.317 0.954
H -0.094 0.478 0.487
H -0.148 -0.416 -1.114
H 4.608 -0.231 -0.450
H 4.669 1.421 0.009
H 4.294 0.905 -1.636
H 2.156 1.604 0.056
H 2.386 -1.338 -0.082
H -4.453 0.097 -1.168
H -5.071 1.563 -1.395
H -0.630 -1.155 2.564
H -1.698 2.395 -0.353
H -3.505 1.480 -0.660
O -1.478 1.547 0.081
```

Löwdin population analysis, charges in e, atoms 1 to 4: number 1, C, carries -0.103; number 2, C, carries -0.242; number 3, C, carries -0.213; number 4, C, carries -0.133

=====

Molecular formula: C6H16NO
Method: DFT, ωB97M-V with the def2-TZVPD basis set

Summary:
Net charge: +1

```
24
C6H16NO (ωB97M-V with the def2-TZVPD basis set)
C 1.081 0.691 2.483
O 2.129 1.324 1.763
C 0.498 -0.556 1.808
C 0.411 -0.252 0.241
C -0.030 1.057 -0.234
C -1.455 1.391 -0.518
C -2.244 0.433 -1.494
N 1.010 -2.451 -2.048
H 0.272 1.437 2.663
H 1.502 0.512 3.470
H 1.792 1.910 1.063
H 1.119 -1.451 1.976
H -0.520 -0.742 2.163
H -0.263 -1.024 -0.171
H 1.489 -0.435 0.017
H 1.755 -2.030 -2.574
H 0.729 1.478 -0.903
H -1.423 2.379 -0.965
H -1.989 1.463 0.420
H -3.123 0.986 -1.839
H -2.520 -0.406 -0.854
H 1.311 -3.245 -1.508
H -1.683 0.150 -2.422
H 0.150 -2.620 -2.536
```

Löwdin population analysis, charges in e, atoms 1 to 4: number 1, C, carries -0.247; number 2, O, carries -0.048; number 3, C, carries -0.097; number 4, C, carries -0.157

=====

Molecular formula: C6H16NO
Method: DFT, ωB97M-V with the def2-TZVPD basis set

Summary:
Net charge: +1

```
24
C6H16NO (ωB97M-V with the def2-TZVPD basis set)
C 1.540 0.717 -1.147
C 0.380 1.706 -1.055
C -0.650 1.424 0.040
C -2.100 -2.196 -0.306
C -1.230 -0.994 -0.584
C -1.384 0.121 0.115
N 2.128 0.347 0.187
H 1.223 -0.188 -1.651
H 2.356 1.085 -1.771
H 0.759 2.727 -0.958
H -0.048 1.676 -2.055
H -0.214 1.736 1.002
H -1.378 2.241 -0.070
H -2.929 -1.884 0.327
H -2.545 -2.622 -1.208
H -1.557 -3.003 0.185
H -0.575 -1.072 -1.430
H -2.138 0.197 0.893
H 2.902 0.972 0.419
H 2.487 -0.595 0.197
H 1.416 0.367 0.933
H 1.132 -1.328 2.980
H -0.258 -0.817 2.453
O 0.684 -0.617 2.504
```

Löwdin population analysis, charges in e, atoms 1 to 4: number 1, C, carries -0.147; number 2, C, carries -0.170; number 3, C, carries -0.208; number 4, C, carries -0.086

=====

Molecular formula: C6H16NO2
Method: DFT, ωB97M-V with the def2-TZVPD basis set

Summary:
SMILES: CCC(O)(O)[N+](C)(C)C
Net charge: +1

```
25
C6H16NO2 (ωB97M-V with the def2-TZVPD basis set)
C -0.001 0.909 -2.722
C -0.761 -1.056 2.042
C -0.044 1.167 1.472
C 1.463 -0.778 1.069
C 0.659 0.247 -1.452
C -0.486 -0.368 -0.476
N 0.001 -0.303 1.028
O -1.699 0.394 -0.479
O -0.708 -1.725 -0.751
H 0.674 0.756 -3.583
H -1.034 0.715 -2.884
H -0.012 2.000 -2.598
H -1.055 -2.078 1.544
H -0.144 -1.021 2.941
H -1.773 -0.551 2.231
H -0.902 1.584 1.852
H 0.746 1.253 2.247
H 0.131 1.902 0.655
H 2.202 -0.160 0.754
H 1.619 -0.877 2.084
H 1.520 -1.608 0.427
H 1.272 0.972 -0.954
H 1.272 -0.525 -1.766
H -1.574 1.050 -1.262
H -1.366 -1.896 -1.417
```

Löwdin population analysis, charges in e, atoms 1 to 4: number 1, C, carries -0.051; number 2, C, carries 0.006; number 3, C, carries 0.023; number 4, C, carries 0.051

=====

Molecular formula: C6H16NOPS2
Method: DFT, ωB97M-V with the def2-TZVPD basis set

Summary:
SMILES: CCO[P@@](N)(=S)SC(C)(C)C
Net charge: 0

```
27
C6H16NOPS2 (ωB97M-V with the def2-TZVPD basis set)
C -2.082 2.569 0.023
C 1.731 0.711 -0.955
C 2.768 -0.570 0.891
C 1.428 -1.858 -0.787
C -3.176 1.447 -0.176
C 1.606 -0.448 -0.034
N -2.787 -1.892 1.473
O -2.876 0.434 0.694
P -2.027 -0.949 0.381
S -2.369 -1.364 -1.495
S 0.346 -0.219 1.306
H -1.639 2.770 -0.977
H -2.601 3.430 0.367
H -1.328 2.215 0.736
H 2.743 1.208 -0.830
H 1.550 0.287 -1.999
H 0.951 1.517 -0.703
H 2.579 -1.509 1.428
H 3.196 0.215 1.537
H 3.618 -0.926 0.072
H 1.325 -2.735 -0.128
H 0.524 -1.788 -1.294
H 2.196 -2.164 -1.502
H -3.036 0.957 -1.137
H -4.289 1.736 -0.132
H -2.530 -2.817 1.448
H -2.783 -1.637 2.403
```

Löwdin population analysis, charges in e, atoms 1 to 4: number 1, C, carries -0.054; number 2, C, carries -0.118; number 3, C, carries -0.228; number 4, C, carries -0.101

=====

Molecular formula: C6H16NS
Method: DFT, ωB97M-V with the def2-TZVPD basis set

Summary:
Net charge: -1

```
24
C6H16NS (ωB97M-V with the def2-TZVPD basis set)
C 0.280 -3.393 0.140
C 0.997 -2.287 -0.642
C 1.606 -1.274 0.342
S 0.416 -0.403 1.362
H 0.990 -3.934 0.758
H -0.277 -4.081 -0.520
H -0.507 -2.909 0.764
H 1.797 -2.695 -1.278
H 0.390 -1.788 -1.391
H 2.201 -0.573 -0.235
H 2.239 -1.835 1.064
C -1.486 1.898 -0.066
C -0.360 1.935 -1.077
C 0.379 3.284 -1.085
N -2.169 0.606 -0.246
H -2.199 2.750 -0.268
H -1.127 2.072 0.966
H -0.839 1.748 -2.090
H 0.338 1.156 -0.780
H 0.846 3.443 -0.086
H -0.338 4.098 -1.210
H 1.151 3.280 -1.882
H -3.092 0.568 0.188
H -1.535 -0.072 0.249
```

Löwdin population analysis, charges in e, atoms 1 to 4: number 1, C, carries -0.168; number 2, C, carries -0.369; number 3, C, carries -0.753; number 4, S, carries 0.316

=====

Energy for every record listed, in sequence, given in eV: -20291.6824; -31126.7745; -43957.0648; -10015.6722; -10014.6114; -10009.2884; -10012.4584; -12058.4422; -40977.4757; -18807.5879.
Energy relative to the best compared isomer or geometry (same formula, charge and spin) for every record listed, in sequence, given in eV: 2.554; 3.206; 0.348; 1.470; 2.531; 4.024; 0.854; 2.007; 0.000; 0.428.
Maximum force for every record listed, in sequence, given in Eh/bohr: 0.1129; 0.1081; 0.1042; 0.0324; 0.0489; 0.0841; 0.0261; 0.0686; 0.0992; 0.0309.